The molecule C7H10S. Source: the Open Molecules 2025 dataset; level of theory: ωB97M-V with the def2-TZVPD basis set.

Element x y z (Å)
1 C -2.36 -0.84 0.07
2 C -0.87 -0.26 -0.02
3 C -0.35 0.74 -1.07
4 C 0.90 0.89 -0.05
5 C -0.26 0.63 1.03
6 C 1.62 -0.40 -0.14
7 C 2.89 -0.54 0.02
8 H -3.21 -0.13 -0.15
9 H -2.51 -1.71 -0.70
10 H -2.54 -1.39 0.90
11 H -0.86 1.76 -1.11
12 H -0.28 0.19 -2.14
13 H 1.45 1.84 -0.06
14 H -0.03 0.50 2.16
15 H -1.01 1.43 0.96
16 H 3.57 0.28 0.17
17 H 3.43 -1.40 0.21
18 S 0.44 -1.59 -0.09

Results
Structure (SMILES): C=C1S[C@]2(C)C[C@H]1C2
Spin multiplicity: 1
Maximum force in eV/A: 4.66
Highest occupied orbital energy in Ha: -0.296
ΔE to the lowest compared entry with this formula, charge and spin in kJ/mol: 265.2
Kohn-Sham gap in Eh: 0.327